[1]
19
Properties=species:S:1:pos:R:3 method="wB97M-V/def2-TZVPD" lumo_energy_ev=0.9 largest_force_ev_per_a=2.4 homo_lumo_gap_ev=10.2 de_lowest_kj_mol=320.6 smiles="C=C(C)[C@](C)(O)NO"
C -1.127 -1.411 1.281
C -0.197 -0.811 0.550
C 1.203 -1.341 0.452
C -0.496 0.643 -0.153
C 0.513 1.684 0.293
O -1.766 1.101 0.172
N -0.491 0.407 -1.594
O 0.820 0.452 -2.166
H -2.111 -0.991 1.419
H -0.916 -2.311 1.841
H 1.577 -1.252 -0.568
H 1.248 -2.381 0.775
H 1.873 -0.767 1.093
H 0.267 2.628 -0.192
H 0.434 1.804 1.369
H 1.521 1.388 0.021
H -2.420 0.582 -0.313
H -0.726 -0.639 -1.523
H 0.795 1.216 -2.757


[2]
8
Properties=species:S:1:pos:R:3 method="wB97M-V/def2-TZVPD" lumo_energy_ev=0.1 largest_force_ev_per_a=7.9 homo_lumo_gap_ev=8.8 de_lowest_kj_mol=262.9
C -0.158 1.461 0.285
C -0.465 -1.702 -0.318
C 0.483 0.366 -0.046
O -1.590 -1.791 0.096
I 2.523 0.185 -0.190
H 0.212 2.390 0.787
H -1.173 1.489 0.085
H 0.169 -2.398 -0.700